# 1
Below is an isolated ion of composition C7H12 and charge +1 in a non-equilibrium geometry, with properties calculated with ωB97M-V/def2-TZVPD.

Summary:
E_LUMO (alpha / beta): -4.313 / -8.001 eV
Spin multiplicity: 2
Energy relative to the best compared isomer or geometry (same formula, charge and spin): 172.1 kJ/mol
Total charge: +1
Highest occupied orbital energy (alpha / beta): -14.52 / -14.57 eV
Calculated total energy: -273.51305 Eh

Last column: Mulliken charge in e.
Positions of all 19 atoms, in Å:
C  -1.675  0.044  -1.422  -1.25
C  -0.540  -0.850  -0.846  0.57
C  0.008  -1.825  -1.517  -0.77
C  0.515  1.131  0.127  0.08
C  0.050  -0.143  0.371  0.53
C  0.345  -1.019  1.584  -1.02
C  1.076  2.001  1.066  -1.52
H  -1.430  0.093  -2.448  0.40
H  -2.719  -0.312  -1.339  0.32
H  -1.508  0.981  -0.862  0.41
H  0.835  -2.514  -1.115  0.25
H  -0.413  -2.370  -2.414  0.31
H  0.164  1.558  -0.832  0.48
H  1.162  -0.511  2.061  0.40
H  -0.576  -1.275  2.203  0.31
H  0.768  -2.073  1.277  0.33
H  2.196  1.891  1.288  0.40
H  1.024  3.092  0.746  0.34
H  0.717  2.099  2.073  0.43



# 2
Below is C8H10AlF4NOS as an isolated structure in a non-equilibrium geometry, with properties calculated with ωB97M-V/def2-TZVPD.

Summary:
E_LUMO: -3.522 eV
Highest occupied orbital energy: -8.96 eV
Calculated total energy: -1480.78055 Eh

Last column: Mulliken charge in e.
Positions of all 26 atoms, in Å:
S  -4.846  -0.934  -2.789  -0.21
C  -3.014  -0.744  -2.467  0.01
C  -2.581  0.413  -1.523  -0.38
C  -1.066  0.562  -1.241  -0.11
C  -0.078  -0.431  -1.941  0.24
C  1.468  -0.245  -1.591  -0.57
C  1.455  -0.619  0.094  0.23
C  1.484  0.744  1.091  -0.90
O  2.711  -0.290  0.837  -0.32
C  -0.615  -1.535  -2.879  -0.29
N  -2.040  -1.622  -3.085  -0.06
H  -5.268  -1.895  -1.852  0.22
H  -3.296  1.144  -1.028  0.39
H  -0.676  1.373  -0.529  0.43
H  1.842  0.827  -1.665  0.35
H  2.156  -1.030  -2.047  0.30
H  0.783  -1.551  0.445  0.40
H  0.557  0.258  1.634  0.20
H  2.017  0.892  2.082  0.38
H  0.154  -2.235  -3.359  0.37
H  -2.392  -2.370  -3.700  0.30
F  3.678  2.490  4.264  -0.47
Al  2.250  1.859  5.105  0.91
F  0.830  2.009  4.046  -0.48
F  1.981  2.782  6.595  -0.46
F  2.506  0.149  5.503  -0.48



# 3
Below is C24H39Co2O7Si4 as an isolated structure in a non-equilibrium geometry, with properties calculated with ωB97M-V/def2-TZVPD.

Summary:
E_LUMO: 2.019 eV
Energy relative to the best compared isomer or geometry (same formula, charge and spin): 0.0 kJ/mol
Total charge: -1
Highest occupied orbital energy: -3.49 eV
Calculated total energy: -5388.10864 Eh

Last column: Mulliken charge in e.
Positions of all 76 atoms, in Å:
C  0.205  -6.321  0.797  -0.97
Si  0.151  -4.819  1.939  0.46
C  -1.022  -5.171  3.368  -1.15
C  1.872  -4.443  2.596  -1.05
Si  -0.563  -2.916  0.744  0.32
Si  0.785  -2.736  -1.140  0.62
C  0.649  -4.243  -2.269  -0.98
C  0.156  -1.194  -2.007  -0.97
C  2.580  -2.548  -0.632  -1.11
Si  -2.720  -3.487  0.034  0.35
C  -2.794  -4.929  -1.181  -1.01
C  -3.758  -3.891  1.554  -1.16
C  -3.341  -1.900  -0.763  -0.97
O  -0.837  -1.304  1.442  -0.63
C  -0.137  -0.137  1.446  0.08
C  1.219  -0.058  1.588  -0.03
C  1.939  1.216  1.855  -1.01
C  0.983  2.422  1.990  -0.92
C  -0.169  2.263  1.011  -0.04
C  -1.026  1.078  1.406  -0.60
H  0.435  -7.201  1.418  0.40
H  -0.746  -6.518  0.287  0.18
H  0.991  -6.242  0.034  0.24
H  -0.528  -5.862  4.068  0.40
H  -1.266  -4.254  3.922  0.32
H  -1.963  -5.634  3.045  0.29
H  2.206  -5.295  3.208  0.41
H  2.611  -4.281  1.801  0.27
H  1.861  -3.553  3.241  0.27
H  1.301  -4.042  -3.135  0.40
H  1.002  -5.166  -1.790  0.21
H  -0.369  -4.412  -2.643  0.20
H  0.919  -0.892  -2.740  0.42
H  -0.786  -1.377  -2.539  0.29
H  0.002  -0.348  -1.321  0.12
H  3.150  -2.270  -1.533  0.42
H  2.736  -1.760  0.115  0.34
H  2.996  -3.487  -0.241  0.28
H  -3.858  -5.170  -1.339  0.39
H  -2.363  -4.675  -2.158  0.28
H  -2.300  -5.837  -0.810  0.24
H  -4.820  -3.744  1.300  0.41
H  -3.626  -4.928  1.890  0.26
H  -3.517  -3.223  2.393  0.32
H  -4.412  -2.032  -0.984  0.45
H  -3.242  -1.039  -0.084  0.13
H  -2.823  -1.663  -1.701  0.29
H  1.792  -0.989  1.716  0.62
H  2.532  1.115  2.782  0.38
H  2.664  1.439  1.047  0.13
H  0.589  2.424  3.019  0.47
H  1.513  3.365  1.797  0.35
H  -0.746  3.191  0.917  0.47
H  0.259  2.046  0.028  -0.44
H  -1.855  0.950  0.689  0.15
H  -1.442  1.243  2.416  0.39
O  0.967  8.295  2.015  -0.40
C  0.773  8.183  0.883  0.42
Co  0.545  8.061  -0.850  0.01
C  -1.211  7.847  -0.969  0.02
O  -2.357  7.742  -1.083  -0.37
C  0.896  9.800  -0.953  0.26
O  1.195  10.914  -1.059  -0.40
C  1.670  6.239  -0.761  -1.29
C  1.442  4.946  -1.158  1.22
C  1.507  3.598  -1.035  -0.74
Co  1.152  6.189  -2.466  0.09
C  -0.341  5.419  -2.966  0.15
O  -1.342  4.965  -3.324  -0.39
C  2.101  5.942  -3.964  0.20
O  2.665  5.871  -4.970  -0.40
C  0.837  7.927  -3.008  0.20
O  0.765  8.730  -3.852  -0.47
H  2.533  6.518  -0.146  0.52
H  0.721  3.004  -1.523  0.28
H  2.414  3.052  -0.705  0.15



# 4
Below is C30H30N2NaO3P as an isolated structure, with properties calculated with ωB97M-V/def2-TZVPD.

Summary:
E_LUMO (alpha / beta): 2.152 / 2.134 eV
Spin multiplicity: 2
Energy relative to the best compared isomer or geometry (same formula, charge and spin): 0.0 kJ/mol
Total charge: -1
Highest occupied orbital energy (alpha / beta): -1.35 / -3.21 eV
Calculated total energy: -2000.04229 Eh

Last column: Mulliken charge in e.
Positions of all 67 atoms, in Å:
Na  0.806  -0.097  0.670  0.86
O  2.570  1.052  -0.568  -0.57
C  1.821  0.440  -1.351  -1.03
C  1.570  1.138  -2.682  0.69
C  2.504  1.899  -3.370  -0.50
C  2.174  2.458  -4.598  -0.61
C  0.894  2.285  -5.110  -0.62
C  -0.053  1.542  -4.414  -0.89
C  0.288  0.936  -3.208  0.44
P  -0.861  -0.052  -2.147  1.65
C  -2.442  0.243  -3.052  -0.73
C  -3.255  1.248  -2.532  0.24
C  -4.458  1.576  -3.144  -0.50
C  -4.872  0.888  -4.276  -0.49
C  -4.076  -0.125  -4.797  -0.62
C  -2.868  -0.441  -4.191  0.00
C  -0.524  -1.782  -2.667  -0.11
C  0.623  -2.172  -3.350  -0.17
C  0.851  -3.513  -3.640  -0.69
C  -0.061  -4.481  -3.250  -0.43
C  -1.207  -4.103  -2.559  -0.70
C  -1.431  -2.767  -2.268  -0.25
H  3.478  2.044  -2.915  0.45
H  2.901  3.038  -5.156  0.36
H  0.627  2.736  -6.059  0.39
H  -1.052  1.437  -4.816  0.36
H  -2.948  1.785  -1.641  -0.21
H  -5.069  2.366  -2.725  0.46
H  -5.814  1.137  -4.750  0.36
H  -4.394  -0.667  -5.679  0.38
H  -2.249  -1.227  -4.608  0.42
H  1.344  -1.422  -3.648  0.38
H  1.751  -3.799  -4.170  0.38
H  0.119  -5.525  -3.474  0.37
H  -1.924  -4.853  -2.246  0.40
H  -2.325  -2.477  -1.724  0.44
O  -0.827  0.888  1.836  -0.71
N  -1.570  1.802  1.178  0.53
C  -2.939  1.850  1.376  -0.16
C  -3.698  2.829  0.806  -0.72
C  -3.117  3.824  -0.014  -0.56
C  -1.712  3.745  -0.201  -0.64
C  -0.974  2.760  0.383  -0.43
H  -3.331  1.064  2.003  0.14
H  -4.765  2.814  0.992  0.34
H  -3.710  4.603  -0.470  0.38
H  -1.190  4.459  -0.827  0.38
H  0.096  2.662  0.264  0.48
O  0.849  -1.930  2.182  -0.60
C  0.138  -2.207  3.131  0.16
C  -0.565  -1.180  3.971  -0.50
C  -2.080  -1.335  3.662  -0.93
C  -2.432  -1.914  2.275  0.26
C  -2.385  -3.448  2.139  -0.88
C  -0.989  -4.072  2.208  -0.69
N  -0.258  -3.521  3.363  -0.25
H  -0.229  -0.189  3.675  0.19
H  -0.375  -1.341  5.036  0.45
H  -2.513  -0.339  3.730  0.35
H  -2.558  -1.952  4.433  0.52
H  -1.814  -1.420  1.521  -0.20
H  -3.456  -1.605  2.050  0.46
H  -2.852  -3.737  1.193  0.42
H  -3.004  -3.886  2.933  0.28
H  -0.406  -3.841  1.318  0.36
H  -1.045  -5.158  2.295  0.29
H  -0.842  -3.571  4.189  0.35



Question: calculated total energy of number 1 (C7H12)?
Answer: -273.51305 Eh



Question: Number 2 is which compound?
Answer: C8H10AlF4NOS



Question: Which of these has the lowest calculated total energy?
Answer: C24H39Co2O7Si4